Entry from the OMol25 dataset: a structure of composition C10H16FeO10 at a distorted geometry (the ωB97M-V functional and the def2-TZVPD basis).

Cartesian coordinates (Å):
Fe 11.5780 3.6463 -20.2442
C 11.5322 1.1075 -19.8599
O 10.6006 1.8120 -20.3733
O 12.3531 0.3848 -20.5197
O 12.2924 1.9789 -19.1687
C 14.0017 4.3606 -20.7243
O 14.8212 3.6544 -20.0123
O 13.0292 5.0746 -20.2836
O 13.3521 3.4881 -21.4779
O 10.5076 4.4367 -18.6913
C 9.9382 5.1114 -17.8556
O 9.2026 4.5673 -16.9118
C 8.8965 3.1601 -16.9979
C 7.4921 2.9920 -16.3545
C 10.1852 6.5736 -17.6550
H 9.6775 2.6441 -16.4430
H 8.8943 2.8775 -18.0499
H 7.0906 1.9831 -16.4698
H 6.8210 3.6192 -16.9409
H 7.5333 3.1524 -15.2782
H 9.2586 7.1380 -17.7701
H 10.9701 6.9594 -18.3027
H 10.5911 6.7397 -16.6546
O 9.8797 4.5342 -21.2369
C 8.9142 5.2479 -21.4027
O 8.9990 6.5635 -21.6175
C 10.2354 7.2233 -21.4788
C 11.2251 7.0148 -22.6431
C 7.5056 4.7499 -21.1088
H 10.6457 6.9722 -20.4982
H 10.0512 8.2913 -21.3375
H 11.5727 5.9781 -22.6613
H 12.1393 7.6016 -22.6968
H 10.6612 7.0640 -23.5792
H 7.5978 4.0516 -20.2760
H 7.1430 4.1467 -21.9396
H 6.9331 5.6041 -20.7513

As for the largest force on an atom: 10.48 eV/Å. The LUMO energy (spin up / spin down) is 4.4 / 4.4 eV. As for the multiplicity: 5. The calculation puts the molar mass at 352.07 g/mol. The calculated total energy is -2406.6118 Eh. The total charge is -2.

Entry from the OMol25 dataset: an isolated molecule of C5H4S at a distorted geometry (the ωB97M-V functional and the def2-TZVPD basis).

Cartesian coordinates (Å):
C 0.2796 0.0561 -1.0914
C 1.5616 0.5076 -0.7741
C -0.3917 -0.3654 0.0273
C -0.0288 -0.5285 1.3386
C -1.4991 -0.3862 1.0054
S 1.9893 0.8882 0.7991
H -0.0805 -0.0127 -2.1052
H 2.3323 0.6060 -1.5262
H -2.1139 0.5086 1.0150
H -2.0489 -1.2736 1.3115

As for the largest force on an atom: 2.35 eV/Å. The LUMO energy is -1.3 eV. The calculation puts the molar mass at 96.15 g/mol. The calculated total energy is -590.9059 Eh.

Entry from the OMol25 dataset: a cluster of 3 separate species, C6H11NO2 in total at a distorted geometry (the ωB97M-V functional and the def2-TZVPD basis).

Cartesian coordinates (Å):
C 1.1731 -2.1479 0.0458
C 1.7351 -0.9870 0.3591
C 1.0984 0.3390 0.2285
C 1.9618 1.4239 -0.0193
C 1.1777 2.5759 0.2907
C -0.0780 2.1878 0.6653
N -0.1211 0.7983 0.5864
H 0.1631 -2.2895 -0.3462
H 1.6254 -3.0911 0.2889
H 2.7861 -1.0120 0.6135
H 2.7915 1.3621 -0.7077
H 1.5365 3.5723 0.4968
H -0.9915 2.7541 0.7650
H -0.9360 0.2936 0.8784
O -3.5479 -0.7435 0.3114
H -2.8032 -0.2025 0.0566
H -3.7046 -1.0979 -0.5741
O -1.6145 -1.3733 -1.5707
H -1.1090 -0.5508 -1.5275
H -1.1431 -1.8112 -0.8408

As for the largest force on an atom: 3.02 eV/Å. The LUMO energy is 0.6 eV. The calculation puts the molar mass at 129.16 g/mol. The calculated total energy is -440.3875 Eh. The structure (SMILES) is C=Cc1ccc[nH]1.O.O.

Entry from the OMol25 dataset: a cluster of 2 separate species, C9H14 in total at a distorted geometry (the ωB97M-V functional and the def2-TZVPD basis).

Cartesian coordinates (Å):
C -1.0952 -2.0241 -0.6578
C -0.1595 -0.9012 -1.1629
C 0.3524 0.1184 -0.3814
C 1.1853 1.0489 -1.0319
C 1.5118 0.9213 -2.3589
C 0.8717 -0.0652 -3.1212
C 0.0040 -0.9526 -2.5530
H -1.4602 -2.0877 0.3823
H -0.7455 -3.0238 -0.9646
H -2.0284 -1.6855 -1.1614
H 0.2173 0.1001 0.6817
H 1.7265 1.7568 -0.3885
H 2.0944 1.5651 -3.0328
H 0.9368 -0.0252 -4.2224
H -0.4249 -1.7526 -3.1706
C 0.3519 1.2386 2.7454
C -0.9773 0.5681 3.0753
H 0.2884 2.3036 2.8546
H 1.1453 0.7019 3.2435
H 0.5039 0.9042 1.6472
H -1.5282 0.2832 2.1658
H -1.8097 1.2015 3.5460
H -0.9608 -0.1937 3.8655

As for the largest force on an atom: 3.27 eV/Å. The LUMO energy is 1.0 eV. The calculation puts the molar mass at 122.21 g/mol. The calculated total energy is -351.2653 Eh. The structure (SMILES) is Cc1ccccc1.CC.

Entry from the OMol25 dataset: a structure of composition C4H8O2 (the ωB97M-V functional and the def2-TZVPD basis).

Cartesian coordinates (Å):
C -1.1038 0.4301 -1.0013
C 0.0038 0.3570 0.0434
O -0.1196 1.4576 0.9494
C 0.0343 -0.9056 0.8905
C 1.3863 0.0918 -0.5764
O 1.3805 -1.3808 0.5908
H -2.0857 0.5308 -0.5258
H -1.0942 -0.4592 -1.6380
H -0.9431 1.2941 -1.6583
H -0.1931 2.2617 0.4197
H 0.0124 -0.6671 1.9541
H -0.7158 -1.6680 0.6574
H 2.1005 0.6971 0.0092
H 1.3373 -2.0395 -0.1147

As for the largest force on an atom: 0.40 eV/Å. The LUMO energy is 0.6 eV. The calculation puts the molar mass at 88.11 g/mol. The calculated total energy is -307.5294 Eh.

Entry from the OMol25 dataset: a structure of composition C40H43ClIN3O5PSe2Ti at a distorted geometry (the ωB97M-V functional and the def2-TZVPD basis).

Cartesian coordinates (Å):
Ti 0.9216 -0.2393 -0.0833
C 1.7072 -4.0052 1.4442
C 1.9775 -2.5874 1.1140
O 1.0127 -1.9476 0.5758
C 3.2633 -1.9773 1.3357
C 4.2490 -2.7243 2.0184
C 5.5165 -2.2477 2.1744
C 5.8459 -0.9850 1.6245
C 4.9040 -0.2320 0.9771
C 3.5939 -0.7078 0.8457
O 2.6818 0.0811 0.2607
H 0.8224 -4.3396 0.9143
H 1.5409 -4.1420 2.5202
H 2.5441 -4.6403 1.1488
H 3.9918 -3.6986 2.4388
H 6.2583 -2.8370 2.7040
H 6.8585 -0.6000 1.7240
H 5.1344 0.7384 0.5584
Se 0.4892 0.6455 2.3656
P 1.4113 2.4473 1.5052
Se 1.3547 2.6010 -0.6649
C 0.5757 3.9098 2.2259
C 0.6275 5.1264 1.5334
C -0.0486 6.2465 2.0090
C -0.7906 6.1645 3.1832
C -0.8420 4.9676 3.8863
C -0.1634 3.8424 3.4117
C 3.1007 2.6633 2.1504
C 3.9670 3.5513 1.4985
C 5.2493 3.7779 1.9969
C 5.6774 3.1188 3.1485
C 4.8277 2.2271 3.7903
C 3.5399 1.9951 3.2928
H 1.1866 5.1906 0.6066
H -0.0037 7.1834 1.4538
H -1.3312 7.0328 3.5451
H -1.4198 4.9012 4.8048
H -0.2193 2.9173 3.9566
H 3.6418 4.0497 0.5913
H 5.9175 4.4647 1.4826
H 6.6767 3.3003 3.5412
H 5.1659 1.6963 4.6775
H 2.8822 1.2948 3.7863
C -1.4117 -3.8667 -5.6984
C -1.7006 -3.6520 -4.2198
C -2.9792 -3.8101 -3.6753
C -3.2105 -3.5743 -2.3306
Cl -4.8339 -3.7560 -1.6858
C -2.1811 -3.1879 -1.4970
C -0.8985 -3.0505 -2.0267
C -0.6785 -3.2810 -3.3715
O 0.5613 -3.2180 -3.9241
C 1.3335 -2.0070 -3.8778
C 1.5457 -1.4869 -2.4803
O 2.4601 -1.9335 -1.7970
O 0.6897 -0.5474 -2.0480
H -2.2891 -4.2800 -6.2049
H -0.5662 -4.5462 -5.8495
H -1.1437 -2.9222 -6.1944
H -3.8070 -4.1109 -4.3161
H -2.3735 -2.9959 -0.4439
H -0.0780 -2.7875 -1.3763
H 0.8719 -1.2403 -4.4746
H 2.2864 -2.2745 -4.2843
I -3.1495 -5.5637 3.2089
C -3.0991 -3.5442 2.8017
C -4.1592 -2.7185 3.1343
C -4.0651 -1.3675 2.8158
C -2.9252 -0.9037 2.1731
N -1.8945 -1.7011 1.8418
C -1.9858 -3.0056 2.1661
H -5.0406 -3.1173 3.6305
H -4.8768 -0.6805 3.0612
H -2.8108 0.1531 1.9077
H -1.1384 -3.6429 1.9034
C -3.7089 -0.9288 -2.7648
C -2.6091 0.1116 -2.9597
N -2.6969 1.2416 -2.0025
C -3.4778 2.4229 -2.4609
C -2.6548 3.4061 -3.2892
C -2.0102 1.2580 -0.8469
C -2.2075 2.4546 0.0448
N -1.2808 0.2437 -0.4001
H -3.5825 -1.7743 -3.4548
H -4.7017 -0.4919 -2.9374
H -3.6869 -1.3242 -1.7409
H -2.6701 0.5405 -3.9575
H -1.6328 -0.3337 -2.8803
H -3.9062 2.9285 -1.6095
H -4.3105 2.0387 -3.0461
H -1.7718 3.7349 -2.7210
H -3.2538 4.2941 -3.5581
H -2.3019 2.9399 -4.2219
H -3.2721 2.5065 0.3213
H -1.9160 3.3921 -0.4166
H -1.6383 2.3100 0.9397
H -1.4580 -0.5740 -0.9803

As for the largest force on an atom: 3.82 eV/Å. The LUMO energy (spin up / spin down) is -0.1 / -0.4 eV. As for the multiplicity: 2. The calculation puts the molar mass at 1044.92 g/mol. The calculated total energy is -8842.2758 Eh.

Relative energy (zero: lowest compared OMol25 entry of this formula, charge and spin) (computed, kcal/mol): 46.6 91.3 62.6 40.7 114.9 34.3